(1)
{
  "formula": "C60H47ClN5P3SeSiTl",
  "method": "ωB97M-V with the def2-TZVPD basis set",
  "total_charge": -1,
  "symbols": ["Tl", "C", "C", "C", "C", "C", "C", "P", "C", "C", "C", "C", "C", "C", "C", "C", "C", "C", "C", "C", "Si", "C", "C", "C", "C", "C", "C", "P", "C", "C", "C", "C", "C", "C", "C", "C", "C", "C", "C", "C", "C", "C", "C", "C", "C", "C", "P", "C", "C", "C", "C", "C", "C", "C", "C", "C", "C", "C", "C", "H", "H", "H", "H", "H", "H", "H", "H", "H", "H", "H", "H", "H", "H", "H", "H", "H", "H", "H", "H", "H", "H", "H", "H", "H", "H", "H", "H", "H", "H", "H", "H", "H", "H", "H", "H", "H", "H", "H", "H", "H", "H", "N", "C", "N", "C", "N", "C", "C", "N", "C", "C", "N", "H", "H", "H", "H", "H", "Se", "Cl"],
  "coordinates": [[-1.4101, 0.0743, -0.2027], [-2.7860, -6.1847, 0.9122], [-1.7302, -5.5034, 1.5018], [-1.0749, -4.4988, 0.8070], [-1.4532, -4.1612, -0.4940], [-2.5171, -4.8465, -1.0724], [-3.1755, -5.8514, -0.3758], [-0.6645, -2.6963, -1.2701], [-0.7044, -3.0884, -3.0609], [-1.9380, -2.8767, -3.6840], [-2.0995, -3.1074, -5.0402], [-1.0192, -3.5185, -5.8109], [0.2208, -3.6831, -5.2147], [0.3778, -3.4683, -3.8496], [1.0964, -2.9689, -0.7963], [1.6852, -4.2070, -1.0902], [3.0364, -4.4294, -0.9029], [3.8303, -3.3948, -0.4265], [3.2500, -2.1865, -0.0822], [1.8709, -1.9427, -0.2108], [1.1764, -0.2957, 0.5338], [1.4839, -0.4817, 2.4603], [2.5813, -1.2323, 2.9214], [2.9993, -1.2084, 4.2409], [2.3203, -0.4333, 5.1725], [1.1770, 0.2347, 4.7789], [0.7406, 0.1997, 3.4499], [-0.9966, 0.5685, 2.9920], [-1.7377, -0.6948, 4.1203], [-2.5712, -0.4024, 5.1930], [-3.0832, -1.4211, 5.9926], [-2.7607, -2.7422, 5.7337], [-1.9291, -3.0440, 4.6602], [-1.4322, -2.0319, 3.8590], [-1.4999, 2.1250, 3.8077], [-0.6553, 3.0247, 4.4538], [-1.1367, 4.2504, 4.9053], [-2.4641, 4.5958, 4.7045], [-3.3121, 3.7140, 4.0416], [-2.8354, 2.4935, 3.5889], [2.6106, 0.9846, 0.1148], [3.7375, 1.0953, 0.9510], [4.8393, 1.8732, 0.6275], [4.8653, 2.5770, -0.5708], [3.7603, 2.5127, -1.3998], [2.6383, 1.7511, -1.0567], [1.1624, 1.6477, -2.1400], [2.0003, 1.1278, -3.6968], [2.3367, -0.2260, -3.7710], [3.0640, -0.7205, -4.8419], [3.4426, 0.1277, -5.8764], [3.0756, 1.4644, -5.8341], [2.3604, 1.9629, -4.7496], [0.7176, 3.3911, -2.4917], [1.1473, 4.4999, -1.7648], [0.6142, 5.7614, -2.0095], [-0.3650, 5.9333, -2.9756], [-0.8136, 4.8324, -3.6975], [-0.2854, 3.5756, -3.4517], [-3.3075, -6.9620, 1.4581], [-1.4238, -5.7465, 2.5124], [-0.2615, -3.9632, 1.2836], [-2.8437, -4.5974, -2.0726], [-4.0071, -6.3675, -0.8410], [-2.7649, -2.4872, -3.1009], [-3.0642, -2.9346, -5.5016], [-1.1393, -3.6877, -6.8744], [1.0762, -3.9771, -5.8123], [1.3598, -3.5845, -3.4118], [1.0593, -5.0010, -1.4817], [3.4714, -5.3920, -1.1469], [4.8992, -3.5333, -0.3146], [3.8945, -1.3961, 0.2849], [3.1203, -1.8652, 2.2282], [3.8582, -1.7956, 4.5447], [2.6438, -0.4056, 6.2064], [0.5682, 0.7371, 5.5215], [-2.8342, 0.6243, 5.4122], [-3.7375, -1.1747, 6.8209], [-3.1606, -3.5348, 6.3549], [-1.6786, -4.0743, 4.4407], [-0.8102, -2.2781, 3.0067], [0.3877, 2.7704, 4.6025], [-0.4708, 4.9353, 5.4187], [-2.8362, 5.5518, 5.0521], [-4.3450, 3.9863, 3.8626], [-3.4815, 1.8133, 3.0365], [3.7575, 0.5744, 1.8976], [5.6798, 1.9245, 1.3103], [5.7320, 3.1651, -0.8512], [3.7629, 3.0484, -2.3428], [2.0085, -0.8950, -2.9818], [3.3246, -1.7724, -4.8750], [4.0150, -0.2544, -6.7135], [3.3446, 2.1256, -6.6496], [2.0828, 3.0101, -4.7316], [1.9048, 4.3838, -0.9992], [0.9700, 6.6129, -1.4410], [-0.7888, 6.9139, -3.1552], [-1.5905, 4.9523, -4.4428], [-0.6602, 2.7112, -3.9903], [-0.4252, 4.7119, 1.0172], [-0.0193, 3.4410, 0.9236], [-0.9348, 2.7347, 0.3041], [-1.9109, 3.6509, 0.0387], [-1.6404, 4.8687, 0.4580], [-3.1677, 3.2741, -0.6251], [-4.1399, 4.2024, -0.9831], [-5.2691, 3.8260, -1.5700], [-5.4150, 2.5190, -1.7930], [-4.4477, 1.5924, -1.4349], [-3.3264, 1.9812, -0.8496], [0.0333, 5.4927, 1.4513], [0.9246, 3.0697, 1.3007], [-3.9922, 5.2594, -0.7928], [-6.3363, 2.2037, -2.2692], [-4.5624, 0.5258, -1.5888], [-3.4161, -0.9861, 0.9056], [-1.6063, 0.3715, -2.9117]],
  "forces_ev_per_angstrom": [[0.0043, -0.5932, 0.0766], [-0.0017, -0.0020, 0.0028], [0.0134, 0.0348, -0.0153], [-0.0511, 0.0033, -0.0039], [0.0590, -0.0071, 0.0690], [0.0185, -0.0346, -0.0007], [0.0038, 0.0129, -0.0062], [0.1729, -0.0998, 0.1009], [-0.0096, -0.0060, -0.0001], [0.0029, 0.0127, -0.0005], [0.0154, -0.0003, 0.0111], [-0.0168, 0.0026, 0.0169], [0.0084, 0.0087, 0.0397], [-0.0048, 0.0118, -0.0558], [0.1336, -0.0275, 0.0174], [-0.0275, 0.0738, 0.0675], [-0.0158, -0.0161, -0.0016], [-0.0006, -0.0015, -0.0060], [-0.0393, 0.0801, -0.1199], [-0.0702, -0.0444, -0.1607], [0.0599, 0.2781, -0.0870], [-0.0021, -0.1176, 0.0830], [-0.0902, 0.0022, -0.1090], [0.0142, 0.0300, 0.0088], [0.0039, -0.0050, 0.0248], [-0.0192, -0.0692, -0.0820], [0.0780, -0.0743, -0.0854], [-0.1691, -0.0830, 0.2390], [-0.0005, 0.0854, 0.0404], [0.0134, -0.0173, 0.0040], [0.0013, 0.0379, -0.0220], [0.0212, -0.0016, -0.0418], [0.0106, 0.0267, 0.0333], [-0.0292, 0.0272, -0.0544], [0.0668, 0.1335, -0.1203], [0.0004, -0.0261, 0.0001], [0.0207, -0.0206, -0.0188], [-0.0125, -0.0174, -0.0112], [0.0165, -0.0434, -0.0086], [0.0823, 0.0251, -0.0185], [-0.0326, -0.1016, 0.2959], [-0.0655, 0.0787, 0.1322], [-0.0803, 0.0003, -0.0466], [-0.0533, -0.0269, 0.0019], [0.0142, -0.0194, 0.0288], [0.0179, 0.2153, -0.2718], [0.1513, -0.1483, -0.1488], [0.0108, 0.0049, 0.0938], [-0.0669, 0.0263, -0.0265], [-0.0169, 0.0113, 0.0022], [-0.0060, -0.0242, 0.0426], [-0.0546, 0.0119, 0.0187], [0.0505, 0.0011, -0.0416], [-0.1199, -0.0376, 0.0314], [0.0754, -0.0209, -0.1379], [0.0224, -0.0527, -0.0410], [-0.0046, -0.0314, 0.0109], [0.0336, 0.0456, 0.0438], [0.0456, -0.0273, -0.0834], [0.0121, 0.0149, -0.0144], [0.0115, 0.0038, -0.0171], [0.0068, -0.0134, 0.0098], [-0.0016, -0.0075, -0.0096], [0.0215, 0.0066, -0.0051], [0.0002, 0.0050, -0.0105], [0.0151, -0.0013, 0.0118], [-0.0012, 0.0125, 0.0152], [-0.0093, 0.0195, 0.0156], [-0.0003, -0.0123, 0.0012], [0.0110, 0.0023, -0.0131], [-0.0172, 0.0220, 0.0069], [0.0009, 0.0107, 0.0087], [-0.0079, -0.0089, -0.0126], [0.0201, 0.0693, 0.0567], [-0.0157, -0.0173, -0.0095], [-0.0055, 0.0072, -0.0124], [-0.0140, -0.0195, 0.0144], [0.0033, -0.0047, 0.0244], [0.0110, 0.0117, -0.0143], [0.0110, 0.0110, -0.0089], [-0.0148, -0.0016, -0.0230], [-0.0023, -0.0107, -0.0079], [-0.0157, 0.0343, 0.0012], [0.0011, -0.0166, -0.0236], [-0.0036, -0.0113, -0.0024], [0.0044, -0.0052, -0.0051], [0.0056, 0.0434, 0.0368], [-0.0018, -0.0669, 0.0196], [-0.0117, -0.0221, -0.0070], [-0.0306, -0.0103, 0.0120], [-0.0260, 0.0266, 0.0055], [0.0472, -0.0147, 0.0204], [-0.0158, 0.0271, -0.0001], [-0.0363, -0.0008, 0.0005], [0.0104, 0.0050, 0.0222], [0.0163, 0.0060, 0.0322], [0.0453, -0.0097, -0.0287], [-0.0192, 0.0020, 0.0209], [0.0163, -0.0083, -0.0029], [0.0031, -0.0161, 0.0079], [-0.0303, 0.0476, 0.0439], [-0.0234, 0.0518, 0.1755], [-0.0129, -0.1347, 0.0603], [-0.1322, 0.2147, 0.0185], [0.0370, -0.0253, -0.0253], [0.0818, -0.0651, 0.0110], [0.0572, 0.0467, 0.0160], [-0.0394, 0.0630, -0.0354], [0.0294, -0.0390, 0.0035], [-0.0249, 0.0631, -0.0034], [-0.0074, -0.0412, 0.0473], [-0.0355, 0.2441, -0.0396], [0.0179, -0.0085, 0.0091], [-0.0542, 0.0583, -0.0197], [-0.0068, -0.0322, 0.0019], [0.0229, -0.0069, 0.0023], [0.0007, 0.0076, -0.0012], [0.0617, 0.1244, -0.2427], [-0.1476, -0.1136, 0.1521]]
}

(2)
{
  "formula": "C60H47P3SiZn",
  "method": "ωB97M-V with the def2-TZVPD basis set",
  "symbols": ["Zn", "C", "C", "C", "C", "C", "C", "P", "C", "C", "C", "C", "C", "C", "C", "C", "C", "C", "C", "C", "Si", "C", "C", "C", "C", "C", "C", "P", "C", "C", "C", "C", "C", "C", "C", "C", "C", "C", "C", "C", "C", "C", "C", "C", "C", "C", "P", "C", "C", "C", "C", "C", "C", "C", "C", "C", "C", "C", "C", "H", "H", "H", "H", "H", "H", "H", "H", "H", "H", "H", "H", "H", "H", "H", "H", "H", "H", "H", "H", "H", "H", "H", "H", "H", "H", "H", "H", "H", "H", "H", "H", "H", "H", "H", "H", "H", "H", "H", "H", "H", "H", "C", "C", "C", "C", "C", "C", "H", "H", "H", "H", "H"],
  "coordinates": [[-0.4423, 0.4680, 0.1341], [-3.6482, -5.2285, -1.5467], [-3.6245, -4.2478, -2.5283], [-2.7018, -3.2078, -2.4583], [-1.7959, -3.1418, -1.4011], [-1.8390, -4.1229, -0.4074], [-2.7511, -5.1648, -0.4859], [-0.6102, -1.7629, -1.1988], [-0.5304, -1.0324, -2.8793], [-1.4243, 0.0131, -3.1387], [-1.4304, 0.6555, -4.3697], [-0.5206, 0.2759, -5.3514], [0.3793, -0.7508, -5.0976], [0.3719, -1.4059, -3.8701], [1.0022, -2.6043, -0.9676], [1.2801, -3.8042, -1.6317], [2.5469, -4.3639, -1.5747], [3.5531, -3.7234, -0.8593], [3.2758, -2.5459, -0.1815], [1.9941, -1.9720, -0.1939], [1.5909, -0.4563, 0.8994], [1.6029, -1.1260, 2.6890], [2.7295, -1.7616, 3.2402], [2.7718, -2.1580, 4.5660], [1.6760, -1.9375, 5.3936], [0.5334, -1.3478, 4.8753], [0.4763, -0.9576, 3.5309], [-1.0834, -0.3363, 2.7962], [-1.7561, 0.8014, 4.0565], [-3.1099, 0.8520, 4.3804], [-3.6033, 1.8506, 5.2150], [-2.7519, 2.8144, 5.7327], [-1.3978, 2.7757, 5.4155], [-0.9041, 1.7815, 4.5797], [-2.2020, -1.7827, 2.8341], [-3.3984, -1.6625, 2.1130], [-4.3067, -2.7124, 2.0661], [-4.0246, -3.9042, 2.7237], [-2.8292, -4.0452, 3.4121], [-1.9195, -2.9932, 3.4654], [3.0878, 0.6958, 0.6519], [4.1806, 0.7697, 1.5333], [5.2605, 1.6072, 1.2846], [5.2824, 2.3873, 0.1357], [4.2119, 2.3397, -0.7471], [3.1105, 1.5187, -0.4956], [1.6816, 1.4915, -1.6653], [1.0234, 3.1995, -1.6169], [-0.1350, 3.4365, -2.3676], [-0.7832, 4.6620, -2.3110], [-0.2945, 5.6672, -1.4829], [0.8433, 5.4400, -0.7262], [1.4985, 4.2126, -0.7894], [2.5689, 1.3812, -3.2763], [3.3017, 0.2088, -3.5027], [3.9516, -0.0032, -4.7107], [3.8639, 0.9454, -5.7249], [3.1308, 2.1030, -5.5159], [2.4881, 2.3230, -4.2973], [-4.3622, -6.0421, -1.6075], [-4.3187, -4.2945, -3.3603], [-2.6785, -2.4572, -3.2395], [-1.1485, -4.0733, 0.4297], [-2.7693, -5.9243, 0.2889], [-2.1029, 0.3442, -2.3552], [-2.1265, 1.4677, -4.5540], [-0.5021, 0.7903, -6.3055], [1.1066, -1.0322, -5.8520], [1.1008, -2.1846, -3.6777], [0.5052, -4.2943, -2.2138], [2.7527, -5.2898, -2.0976], [4.5517, -4.1461, -0.8298], [4.0757, -2.0477, 0.3613], [3.6001, -1.9473, 2.6164], [3.6604, -2.6387, 4.9588], [1.7093, -2.2350, 6.4360], [-0.3326, -1.1970, 5.5123], [-3.7860, 0.0990, 3.9897], [-4.6601, 1.8723, 5.4603], [-3.1392, 3.5923, 6.3821], [-0.7241, 3.5222, 5.8204], [0.1540, 1.7623, 4.3346], [-3.6091, -0.7369, 1.5805], [-5.2293, -2.6034, 1.5077], [-4.7266, -4.7272, 2.6791], [-2.5993, -4.9786, 3.9152], [-0.9947, -3.1134, 4.0178], [4.1863, 0.1615, 2.4339], [6.0907, 1.6472, 1.9833], [6.1280, 3.0339, -0.0705], [4.2318, 2.9445, -1.6477], [-0.5461, 2.6350, -2.9769], [-1.6881, 4.8241, -2.8875], [-0.8113, 6.6184, -1.4191], [1.2194, 6.2142, -0.0667], [2.3702, 4.0441, -0.1694], [3.3616, -0.5424, -2.7184], [4.5218, -0.9121, -4.8651], [4.3664, 0.7824, -6.6722], [3.0616, 2.8474, -6.3014], [1.9274, 3.2366, -4.1450], [-3.5842, 4.0140, 0.9008], [-3.9917, 2.9703, 0.0769], [-3.1051, 1.9414, -0.2398], [-1.7986, 1.9094, 0.2523], [-1.4138, 2.9784, 1.0797], [-2.2855, 4.0148, 1.4039], [-4.2718, 4.8151, 1.1523], [-5.0004, 2.9561, -0.3220], [-3.4606, 1.1422, -0.8878], [-0.4115, 3.0056, 1.4987], [-1.9548, 4.8183, 2.0572]],
  "forces_ev_per_angstrom": [[-0.1464, -0.3014, 0.4441], [0.0260, 0.0170, 0.0023], [0.0641, 0.0405, 0.0186], [0.0197, -0.0641, 0.0004], [-0.0330, -0.0247, 0.0950], [-0.0211, -0.0033, 0.0156], [-0.0145, 0.0278, 0.0304], [-0.0549, 0.1514, -0.1546], [-0.0831, 0.0956, -0.0456], [-0.0269, -0.0758, 0.0148], [0.0391, -0.0969, 0.0075], [0.0099, -0.0503, 0.0552], [-0.0318, 0.0013, -0.0016], [0.0250, 0.0177, -0.0371], [0.0968, 0.0241, -0.0481], [0.0139, 0.0610, -0.0739], [-0.0329, 0.0311, 0.0426], [-0.0206, 0.0298, -0.0128], [-0.1641, 0.0573, -0.0298], [0.0260, -0.1367, -0.0448], [0.1093, 0.2459, -0.1670], [-0.1677, -0.0145, 0.2961], [-0.1092, 0.1113, -0.1175], [-0.0482, -0.0270, 0.0262], [-0.0639, 0.0712, -0.0093], [0.0958, -0.0012, -0.0895], [0.2356, -0.1164, -0.0468], [-0.0171, -0.0892, -0.1102], [0.0778, 0.1322, 0.0867], [-0.0333, -0.0309, 0.0601], [0.0010, -0.0840, -0.0677], [0.0695, 0.0113, -0.0020], [0.0006, -0.1098, -0.0566], [-0.0837, 0.0136, 0.0488], [-0.1108, -0.0873, 0.0147], [0.0564, -0.0550, 0.0006], [0.0753, 0.0793, 0.0321], [0.0165, 0.0376, -0.0805], [0.0902, 0.0175, -0.0039], [-0.0924, 0.0030, 0.0595], [0.2370, 0.0855, 0.0678], [-0.1802, -0.0061, -0.1651], [-0.0292, -0.0040, -0.0267], [-0.0424, 0.0011, -0.0315], [0.0117, -0.0870, 0.0446], [0.0854, -0.0200, 0.1182], [0.2869, 0.0218, -0.1219], [-0.0715, 0.0498, -0.0270], [-0.0134, 0.0296, 0.0179], [0.0506, -0.0756, 0.0076], [-0.0399, -0.0232, -0.0662], [0.0396, -0.0816, 0.0416], [-0.0158, 0.0301, 0.0383], [0.0425, -0.0873, 0.0010], [0.0184, 0.0599, -0.0344], [-0.0750, 0.0287, 0.1304], [-0.0188, -0.0083, 0.0038], [-0.0824, 0.0391, 0.1106], [0.0690, -0.0339, -0.0541], [0.0413, 0.0490, 0.0063], [0.0484, 0.0162, 0.0564], [-0.0176, -0.0204, 0.0273], [-0.0433, -0.0094, -0.0196], [0.0139, 0.0742, -0.0568], [0.0705, -0.0302, -0.1017], [0.0369, -0.0769, 0.0228], [0.0019, -0.0309, 0.0510], [-0.0508, 0.0267, 0.0705], [-0.0448, 0.0080, -0.0157], [0.0309, 0.0365, 0.0563], [-0.0062, 0.0117, 0.0090], [-0.0523, 0.0255, -0.0032], [-0.0686, -0.0460, -0.0301], [-0.1088, 0.0013, 0.0611], [-0.0238, 0.0134, -0.0061], [-0.0079, 0.0170, -0.0622], [0.0404, 0.0176, -0.0221], [0.0199, 0.0831, 0.0296], [0.0842, -0.0171, -0.0320], [0.0404, -0.0581, -0.0538], [-0.0220, -0.0350, -0.0340], [-0.0622, 0.0112, 0.0088], [0.0196, -0.0822, 0.0360], [0.0468, -0.0009, 0.0178], [-0.0088, 0.0083, 0.0136], [-0.0078, 0.0620, -0.0310], [-0.0586, -0.0347, -0.0761], [-0.0079, 0.1238, -0.1089], [-0.0745, -0.0131, -0.0513], [-0.0438, -0.0328, -0.0009], [-0.0050, 0.0002, 0.0167], [0.0705, 0.1369, 0.0756], [0.0749, -0.0261, 0.0393], [0.0326, -0.0646, -0.0033], [-0.0084, -0.0433, -0.0331], [-0.0122, 0.0074, -0.0232], [0.0106, 0.0198, -0.0308], [-0.0190, 0.0241, 0.0243], [-0.0314, 0.0022, 0.0705], [-0.0085, -0.0203, 0.0539], [-0.0125, 0.0171, -0.0060], [0.0830, -0.0971, -0.0254], [0.1246, 0.0496, 0.0176], [-0.0411, 0.0350, 0.0060], [0.1999, 0.1343, -0.0475], [-0.2919, 0.0736, -0.0237], [-0.0374, -0.0774, -0.0495], [0.0509, -0.0590, -0.0175], [0.0172, 0.0050, 0.0159], [-0.0337, 0.0269, 0.0606], [0.0160, -0.0010, -0.0125], [-0.0298, -0.0687, -0.0760]]
}

Record order is preserved below.
Electronic energy: -188743.465; -147146.484 eV